75
Properties=species:S:1:pos:R:3:forces:R:3:mulliken_charge:R:1 method="wB97M-V/def2-TZVPD" homo_lumo_gap_ha=0.3391 lumo_energy_ev=0.65 charge=0 smiles="C=C[C@]1(P(C)CC)CCC(=O)O1.COCCNCCOC.COCCNCCOC"
P 2.5147 4.1540 4.0408 -0.24 0.50 -0.54 0.165
O -1.8858 -0.8315 0.3036 -0.04 -0.06 0.15 -0.132
O 1.6104 2.3702 2.2541 0.30 0.50 0.11 -0.471
O -2.4196 -1.9904 -7.9218 0.02 -0.01 0.07 -0.425
O 1.3270 -4.0246 -0.1699 -0.02 0.05 -0.01 -0.451
O 0.4761 3.8434 0.9911 -0.31 -0.21 -0.23 -0.583
O -1.5106 -2.1180 -3.4381 0.06 0.21 -0.02 -0.327
N 0.6890 -1.5615 1.6394 0.04 0.09 -0.06 -0.275
N -3.2685 -0.5665 -5.2696 0.01 -0.13 0.00 -0.306
C 2.1518 -2.8944 0.0357 0.22 -0.01 -0.05 -0.607
C -0.4845 -1.1491 -3.3516 0.06 -0.07 0.01 -0.630
C 1.9674 -2.2245 1.3929 -0.12 -0.08 0.13 -0.597
C -0.9722 0.0857 0.8956 0.11 0.21 -0.27 -0.917
C 4.2135 3.9164 4.6639 0.12 0.11 -0.01 -0.630
C -0.4245 3.1452 3.1679 0.48 -0.10 -0.01 -0.515
C 5.1598 3.4343 3.5514 0.10 0.03 0.26 -1.086
C -2.7997 -1.6107 -3.1043 -0.14 -0.20 0.10 -0.681
C 0.4491 -0.4129 0.7708 0.00 -0.23 0.09 0.248
C -1.5203 -2.6678 -7.0659 0.06 0.01 -0.11 -0.519
C 0.5428 3.1991 1.9881 0.15 -0.12 -0.01 0.413
C 2.6174 1.2403 4.1205 0.13 0.17 -0.34 -0.241
C -3.7388 -1.8443 -7.4331 -0.19 0.01 -0.11 -0.482
C 0.0120 -3.7580 -0.6219 0.00 -0.16 0.06 -0.459
C 1.8006 2.4259 3.6959 -1.20 -1.35 0.92 1.133
C -2.7465 -1.4759 1.2182 -0.01 0.01 -0.06 -0.893
C 1.6419 4.8190 5.5294 0.55 -0.50 0.29 -1.168
C 0.3389 2.2658 4.1679 -0.41 0.71 0.04 -1.066
C -3.9479 -0.6126 -6.5590 0.10 0.15 0.02 -0.704
C 3.2075 1.0723 5.3031 -0.15 -0.36 0.23 -1.042
C -3.6991 -1.5834 -4.3206 0.13 0.04 -0.11 -0.238
H -3.6149 0.2565 -7.1318 -0.04 0.00 -0.02 0.373
H -0.4796 -0.6697 -2.3672 -0.01 0.04 -0.02 0.102
H -1.0603 1.0267 0.3432 -0.01 0.02 0.04 0.420
H 0.6230 -0.6487 -0.2877 -0.01 0.11 -0.03 -0.066
H 0.6269 4.4455 5.6203 -0.10 0.20 -0.07 0.363
H 2.1834 4.5498 6.4405 -0.11 0.00 0.06 0.339
H 5.9330 2.7864 3.9637 -0.02 -0.07 -0.03 0.282
H -3.2331 -2.2870 -2.3617 0.02 0.01 0.02 0.273
H -4.7217 -1.3595 -4.0013 -0.01 0.00 -0.02 0.400
H 0.2164 2.5415 5.2120 -0.12 -0.04 0.01 0.456
H 2.0996 -2.9911 2.1606 0.01 0.01 0.00 0.424
H -3.4641 -2.0526 0.6367 0.01 0.00 -0.01 0.253
H 1.6406 5.9031 5.4458 -0.13 0.03 -0.02 0.370
H 0.4673 -1.6602 -3.4954 -0.03 -0.05 -0.02 0.267
H 2.0377 -2.1791 -0.7885 -0.10 -0.02 0.00 0.279
H 3.1779 -3.2672 -0.0165 0.00 0.00 0.01 0.414
H -1.2256 0.2823 1.9434 -0.03 -0.12 0.02 0.310
H -2.7222 -0.6206 -2.6479 0.02 0.02 -0.05 0.358
H -2.0291 -3.4242 -6.4616 0.00 0.02 0.03 0.261
H -0.5798 -0.3758 -4.1216 -0.02 0.05 0.05 0.373
H 2.7684 -1.4907 1.5353 0.00 0.01 -0.06 0.291
H -0.0417 -2.8567 -1.2350 0.00 0.04 0.02 0.210
H -1.3580 2.6899 2.8443 -0.10 0.20 -0.04 0.362
H -2.2733 -0.6659 -5.4236 0.00 0.04 0.00 0.092
H -3.6951 -2.5930 -4.7557 -0.08 -0.03 0.08 0.198
H 4.2633 3.2947 5.5585 -0.07 -0.10 -0.07 0.443
H 2.7692 1.3922 6.2438 0.54 1.16 -0.12 0.325
H 4.1483 0.5388 5.3732 -0.57 -1.06 0.15 0.298
H 4.5140 4.9215 4.9745 -0.03 0.00 0.07 0.468
H -0.5969 4.1698 3.4968 -0.12 -0.03 0.04 0.264
H -5.0223 -0.4863 -6.3890 0.00 -0.04 0.01 0.405
H -0.9885 -1.9809 -6.4009 -0.03 -0.04 0.07 0.164
H -2.2062 -2.1592 1.8831 -0.01 0.03 0.05 0.355
H -4.0654 -2.7663 -6.9361 0.08 0.01 0.07 0.335
H -0.0088 1.2403 4.0424 0.38 -0.15 0.04 0.433
H 4.6411 2.8890 2.7636 0.01 -0.04 0.00 0.245
H 5.6688 4.2848 3.1020 -0.08 0.00 -0.17 0.342
H -0.0533 -2.2371 1.5129 -0.01 0.01 0.01 0.135
H 1.1351 0.3866 1.0555 0.02 0.01 -0.05 0.276
H -4.3720 -1.7257 -8.3164 0.02 -0.01 -0.01 0.356
H -0.7796 -3.1627 -7.6940 -0.02 0.00 -0.01 0.314
H -3.2943 -0.7502 1.8285 0.00 -0.01 0.02 0.324
H 2.6655 0.4392 3.3847 0.99 0.52 -0.53 0.084
H -0.3112 -4.6056 -1.2257 0.05 0.00 -0.03 0.320
H -0.6847 -3.6679 0.2178 -0.06 0.08 -0.05 0.199